Record 1
{"formula": "C3H7NOS", "method": "ωB97M-V/def2-TZVPD", "smiles": "CNC(=O)CS", "de_lowest_kcal_mol": 22.6, "charge": 0, "elements": ["O", "S", "C", "N", "C", "C", "H", "H", "H", "H", "H", "H", "H"], "positions_angstrom": [[-1.152, -1.035, -0.721], [1.191, -1.013, 2.253], [-0.381, -0.387, 0.029], [0.171, 0.824, -0.403], [-0.444, -0.780, 1.562], [0.189, 1.129, -1.850], [1.217, -2.227, 1.802], [0.571, 1.407, 0.350], [-0.957, 0.050, 1.974], [-1.031, -1.645, 1.606], [-0.701, 0.673, -2.371], [0.167, 2.240, -1.942], [1.158, 0.764, -2.289]], "lowdin_charge": [-0.008, 0.728, -0.492, -0.025, -0.484, -0.080, -0.159, 0.136, 0.062, 0.055, 0.094, 0.082, 0.090]}

=====

Record 2
{"formula": "C11H12FNO2Pb", "method": "ωB97M-V/def2-TZVPD", "charge": 2, "elements": ["C", "C", "N", "C", "C", "C", "C", "C", "F", "C", "O", "C", "C", "C", "O", "H", "H", "H", "H", "H", "H", "H", "H", "H", "H", "H", "H", "Pb"], "positions_angstrom": [[3.297, -1.012, 0.596], [1.925, -0.405, 0.053], [1.518, -0.673, -1.181], [0.923, 0.509, 0.928], [-0.549, -0.054, 0.590], [-1.362, 0.454, -0.447], [-0.837, 1.687, -1.322], [-1.098, 3.001, -0.405], [-0.674, 4.201, -1.039], [-2.780, -0.212, -0.719], [-3.683, 0.287, -1.402], [-2.997, -1.666, -0.071], [-2.192, -2.166, 0.976], [-1.005, -1.279, 1.521], [-0.417, -1.514, 2.594], [3.789, -0.429, 1.440], [4.033, -1.017, -0.294], [3.091, -2.105, 0.900], [2.252, -1.291, -1.606], [1.130, 0.457, 2.042], [1.069, 1.583, 0.581], [0.256, 1.568, -1.613], [-1.457, 1.788, -2.275], [-2.225, 2.979, -0.179], [-0.584, 2.910, 0.611], [-3.832, -2.313, -0.478], [-2.334, -3.187, 1.451], [4.742, -2.101, -1.253]], "lowdin_charge": [-0.099, -0.266, 0.182, -0.044, -0.071, -0.052, -0.096, -0.160, -0.059, -0.248, 0.112, 0.053, 0.027, -0.275, 0.058, 0.150, -0.273, 0.138, -0.008, 0.134, 0.124, 0.100, 0.136, 0.145, 0.116, 0.134, 0.133, 1.909]}

=====

Record 3
{"formula": "C36H47BBrCl3FN11O5", "method": "ωB97M-V/def2-TZVPD", "smiles": "C/C(Cl)=C(/Cl)CO[C@](Br)(CC(=O)F)[C@](CC(=O)c1ccccc1)(NCl)B(O)O.CC#N.CC#N.CC#N.CC#N.CC#N.CC#N.CC#N.CC#N.CC#N.CC#N", "charge": 0, "elements": ["C", "C", "Cl", "C", "Cl", "C", "O", "C", "Br", "C", "C", "O", "F", "C", "C", "C", "O", "C", "C", "C", "C", "C", "C", "N", "Cl", "B", "O", "O", "H", "H", "H", "H", "H", "H", "H", "H", "H", "H", "H", "H", "H", "H", "H", "H", "H", "C", "C", "N", "H", "H", "H", "C", "C", "N", "H", "H", "H", "C", "C", "N", "H", "H", "H", "C", "C", "N", "H", "H", "H", "C", "C", "N", "H", "H", "H", "C", "C", "N", "H", "H", "H", "C", "C", "N", "H", "H", "H", "C", "C", "N", "H", "H", "H", "C", "C", "N", "H", "H", "H", "C", "C", "N", "H", "H", "H"], "positions_angstrom": [[-3.396, -1.322, 1.247], [-3.286, 0.195, 1.355], [-4.806, 1.059, 1.681], [-2.148, 0.879, 1.249], [-2.207, 2.622, 1.460], [-0.823, 0.139, 0.996], [0.198, 0.935, 0.461], [0.420, 0.957, -0.914], [-1.227, 0.519, -1.987], [1.448, -0.111, -1.359], [1.032, -1.560, -1.038], [1.348, -2.125, -0.043], [0.308, -2.212, -1.991], [0.909, 2.484, -1.272], [1.027, 3.353, 0.004], [2.180, 3.032, 0.962], [2.707, 1.966, 1.131], [2.602, 4.199, 1.870], [1.737, 4.422, 2.940], [1.937, 5.444, 3.847], [3.057, 6.257, 3.627], [3.926, 6.021, 2.581], [3.719, 4.982, 1.667], [-0.083, 3.055, -2.183], [-1.183, 4.215, -1.669], [2.311, 2.575, -2.053], [2.477, 3.357, -3.225], [3.488, 1.979, -1.630], [-2.914, -1.749, 2.148], [-2.931, -1.627, 0.301], [-4.460, -1.581, 1.302], [-0.488, -0.144, 2.012], [-1.043, -0.815, 0.503], [1.626, -0.114, -2.448], [2.382, 0.030, -0.793], [0.117, 3.391, 0.617], [1.203, 4.390, -0.337], [0.854, 3.787, 3.070], [1.234, 5.610, 4.659], [3.232, 7.090, 4.307], [4.785, 6.682, 2.448], [4.386, 4.812, 0.824], [0.098, 2.981, -3.167], [2.754, 4.235, -2.930], [3.782, 1.401, -2.349], [0.461, -5.520, -3.156], [-0.420, -6.424, -3.905], [-1.110, -7.132, -4.493], [1.375, -5.342, -3.719], [-0.042, -4.570, -2.985], [0.718, -5.963, -2.196], [-2.394, -5.042, 4.214], [-2.782, -3.633, 4.341], [-3.087, -2.529, 4.441], [-2.715, -5.427, 3.247], [-1.313, -5.136, 4.294], [-2.862, -5.627, 5.004], [-0.620, -10.270, -5.032], [-1.174, -11.585, -5.381], [-1.607, -12.614, -5.652], [-1.416, -9.606, -4.705], [0.107, -10.376, -4.229], [-0.130, -9.833, -5.900], [4.636, -2.613, -2.535], [4.955, -1.250, -2.100], [5.205, -0.173, -1.778], [3.620, -2.649, -2.923], [5.324, -2.919, -3.320], [4.720, -3.303, -1.697], [-7.519, 3.299, 0.190], [-8.869, 3.709, -0.215], [-9.926, 4.031, -0.531], [-7.551, 2.307, 0.636], [-6.864, 3.275, -0.677], [-7.121, 4.005, 0.918], [-3.435, 2.090, 5.141], [-2.312, 3.032, 5.198], [-1.430, 3.770, 5.240], [-4.361, 2.604, 5.390], [-3.516, 1.674, 4.138], [-3.274, 1.280, 5.851], [5.047, -6.685, -0.444], [3.789, -6.070, -0.884], [2.804, -5.588, -1.228], [4.860, -7.698, -0.095], [5.752, -6.717, -1.272], [5.478, -6.102, 0.369], [-4.623, 1.859, -3.093], [-5.768, 1.240, -2.415], [-6.663, 0.756, -1.880], [-3.936, 1.088, -3.437], [-4.967, 2.436, -3.950], [-4.099, 2.521, -2.404], [0.629, 6.184, 7.870], [2.012, 5.899, 7.469], [3.096, 5.674, 7.165], [0.081, 5.251, 7.993], [0.623, 6.729, 8.812], [0.139, 6.786, 7.107], [3.132, 0.635, -5.831], [3.818, -0.655, -5.679], [4.357, -1.663, -5.559], [2.843, 1.020, -4.854], [3.797, 1.352, -6.310], [2.241, 0.510, -6.443]], "lowdin_charge": [-0.090, -0.701, 0.626, -0.649, 0.687, -0.229, -0.132, -0.590, 0.886, -0.093, -0.463, 0.164, 0.045, -0.323, -0.089, -0.325, 0.149, -0.164, -0.037, -0.068, -0.093, -0.085, -0.026, -0.547, 0.669, -0.582, 0.118, 0.125, 0.052, 0.080, 0.072, 0.158, 0.088, 0.126, 0.128, 0.061, 0.131, 0.111, 0.087, 0.100, 0.105, 0.119, 0.070, 0.117, 0.065, -0.089, -0.252, 0.133, 0.075, 0.066, 0.041, -0.061, -0.263, 0.132, 0.083, 0.083, 0.083, -0.097, -0.285, 0.113, 0.044, 0.077, 0.077, -0.078, -0.238, 0.166, 0.066, 0.071, 0.062, -0.093, -0.279, 0.118, 0.059, 0.054, 0.079, -0.061, -0.278, 0.129, 0.086, 0.026, 0.085, -0.056, -0.241, 0.160, 0.084, 0.084, 0.085, -0.073, -0.272, 0.143, 0.051, 0.084, 0.064, -0.071, -0.285, 0.139, 0.076, 0.078, 0.078, -0.046, -0.253, 0.144, 0.058, 0.090, 0.087]}

=====

Record 4
{"formula": "C26H45Cl4FO6", "method": "ωB97M-V/def2-TZVPD", "smiles": "Fc1ccccc1.CC(C)=O.CC(C)=O.CC(C)=O.CC(C)=O.CC(C)=O.CC(C)=O.ClCCl.ClCCl", "de_lowest_kcal_mol": 0.0, "charge": 0, "elements": ["F", "C", "C", "C", "C", "C", "C", "H", "H", "H", "H", "H", "C", "Cl", "Cl", "H", "H", "C", "Cl", "Cl", "H", "H", "C", "C", "O", "C", "H", "H", "H", "H", "H", "H", "C", "C", "O", "C", "H", "H", "H", "H", "H", "H", "C", "C", "O", "C", "H", "H", "H", "H", "H", "H", "C", "C", "O", "C", "H", "H", "H", "H", "H", "H", "C", "C", "O", "C", "H", "H", "H", "H", "H", "H", "C", "C", "O", "C", "H", "H", "H", "H", "H", "H"], "positions_angstrom": [[-0.211, 2.597, -0.790], [-0.508, 1.281, -0.701], [-1.227, 0.673, -1.705], [-1.494, -0.693, -1.642], [-1.027, -1.433, -0.553], [-0.385, -0.773, 0.485], [-0.050, 0.571, 0.391], [-1.593, 1.243, -2.551], [-1.936, -1.171, -2.502], [-1.242, -2.491, -0.521], [-0.078, -1.311, 1.373], [0.526, 1.091, 1.147], [-1.559, 2.776, 3.267], [-2.073, 3.769, 4.684], [-2.197, 1.141, 3.398], [-2.010, 3.265, 2.413], [-0.477, 2.763, 3.225], [-2.118, 0.238, -6.492], [-1.455, -0.691, -5.109], [-2.397, -0.862, -7.865], [-3.083, 0.619, -6.184], [-1.426, 1.022, -6.769], [-5.043, -0.711, -1.971], [-6.112, 0.313, -1.625], [-7.170, -0.030, -1.145], [-5.813, 1.762, -1.891], [-4.338, -0.963, -1.180], [-4.451, -0.242, -2.763], [-5.557, -1.615, -2.291], [-5.101, 2.162, -1.167], [-6.763, 2.293, -1.869], [-5.332, 1.921, -2.859], [-0.606, -5.291, -4.196], [-0.772, -4.904, -2.748], [0.192, -4.790, -2.034], [-2.160, -4.702, -2.182], [0.431, -5.112, -4.474], [-1.230, -4.650, -4.826], [-0.867, -6.334, -4.361], [-2.910, -5.368, -2.607], [-2.414, -3.675, -2.464], [-2.151, -4.829, -1.103], [3.240, 3.822, 0.904], [1.918, 4.455, 1.313], [1.437, 4.351, 2.409], [1.273, 5.293, 0.224], [3.805, 3.534, 1.788], [3.803, 4.446, 0.216], [2.993, 2.904, 0.357], [0.890, 4.591, -0.519], [1.871, 6.090, -0.210], [0.390, 5.799, 0.627], [2.472, -0.229, -3.504], [3.161, -1.067, -2.456], [3.552, -2.186, -2.670], [3.341, -0.419, -1.091], [3.217, 0.292, -4.107], [1.843, 0.497, -2.985], [1.854, -0.838, -4.160], [3.805, -1.105, -0.389], [2.348, -0.113, -0.745], [3.913, 0.512, -1.124], [2.504, -1.979, 5.772], [1.240, -2.749, 5.437], [0.937, -3.761, 6.008], [0.363, -2.190, 4.333], [2.288, -0.986, 6.156], [3.079, -1.941, 4.840], [3.182, -2.533, 6.421], [0.760, -2.386, 3.337], [0.147, -1.127, 4.465], [-0.626, -2.653, 4.368], [3.002, 2.246, 4.626], [2.501, 1.158, 3.705], [1.323, 1.018, 3.489], [3.557, 0.339, 2.996], [4.005, 2.552, 4.341], [3.012, 1.863, 5.652], [2.284, 3.063, 4.645], [4.200, -0.264, 3.630], [4.227, 1.039, 2.482], [3.075, -0.199, 2.179]], "lowdin_charge": [0.046, -0.284, -0.033, -0.113, -0.060, -0.064, -0.036, 0.105, 0.040, 0.090, 0.096, 0.099, -1.006, 0.475, 0.525, 0.020, -0.016, -0.969, 0.523, 0.496, 0.018, 0.028, -0.018, -0.493, 0.068, -0.025, 0.078, 0.062, 0.086, 0.089, 0.083, 0.074, -0.018, -0.509, 0.070, -0.023, 0.084, 0.079, 0.087, 0.082, 0.073, 0.082, -0.005, -0.486, 0.073, -0.021, 0.070, 0.082, 0.080, 0.066, 0.083, 0.085, -0.017, -0.492, 0.079, -0.022, 0.090, 0.066, 0.072, 0.079, 0.057, 0.082, -0.016, -0.492, 0.080, -0.025, 0.082, 0.069, 0.082, 0.076, 0.061, 0.084, -0.012, -0.498, 0.037, -0.014, 0.078, 0.089, 0.079, 0.079, 0.077, 0.075]}

=====

no.,LUMO (eV)
1,0.7
2,-12.3
3,-0.2
4,0.1